Entry 1:
ORCA calculation (ωB97M-V/def2-TZVPD) on a 2-piece molecular cluster, C4H12 overall at a distorted geometry.

Structure (XYZ):
```
16
Properties=species:S:1:pos:R:3:forces:R:3
C 0.62369 -1.66549 -0.29127 -0.47 0.09 -0.39
C 0.04946 -2.78773 0.55043 0.39 0.22 1.26
H 0.75356 -0.72976 0.24479 0.14 -0.23 0.47
H 1.58590 -1.92478 -0.72880 -0.05 -0.03 -0.12
H -0.09568 -1.40683 -1.06476 0.21 -0.11 -0.48
H -1.00857 -2.66463 0.78243 -0.10 -0.04 -0.41
H 0.51421 -2.74252 1.54019 0.15 -0.26 -0.02
H 0.24609 -3.78414 0.16207 -0.17 0.04 -0.22
C -0.25990 1.79075 -0.76375 0.50 -0.30 -0.23
C -0.42216 2.65290 0.47253 -0.40 -0.08 0.19
H 0.53034 2.15997 -1.38996 0.44 0.39 -0.45
H 0.06057 0.77169 -0.53429 -0.35 0.32 0.17
H -1.14109 1.71366 -1.39764 -0.22 0.16 0.18
H 0.43959 2.60765 1.13910 0.02 -0.21 -0.04
H -1.29935 2.29542 1.00727 -0.01 0.12 0.36
H -0.57665 3.71384 0.27167 -0.08 -0.07 -0.28
```
Positions in Å, forces in eV/Å.

Output
Kohn-Sham gap (eV): 12.660
Energy above the lowest of the compared OMol25 structures with the same formula, charge and spin (kcal per mole): 5.5
SMILES: CC.CC
M (u): 60.1
LUMO (Ha): 0.0409

---

Entry 2:
ORCA calculation (ωB97M-V/def2-TZVPD) on a 2-piece molecular cluster, C4H12 overall.

Structure (XYZ):
```
16
Properties=species:S:1:pos:R:3:forces:R:3
C 0.05563 0.37338 1.35434 -0.11 -0.01 0.31
C 0.09573 1.00187 2.74079 0.58 -0.31 0.40
H 0.17614 -0.71021 1.42243 0.02 0.05 -0.06
H -0.90396 0.56475 0.87463 0.06 0.04 -0.08
H 0.85578 0.76063 0.73066 0.01 0.05 -0.15
H -0.02544 2.08448 2.73223 -0.31 -0.04 -0.06
H 1.06114 0.82836 3.22864 0.04 -0.03 -0.19
H -0.61999 0.52351 3.40959 -0.28 0.28 -0.07
C 0.67764 -0.63797 -2.13353 -0.16 -0.87 0.19
C -0.86414 -0.68587 -2.02910 0.46 0.39 0.10
H 1.09782 0.08457 -1.44227 0.15 0.09 -0.07
H 1.04853 -1.63079 -1.85388 0.19 0.25 0.15
H 1.09269 -0.48183 -3.12852 -0.31 0.31 -0.07
H -1.35477 -0.39213 -2.95355 -0.10 -0.20 -0.05
H -1.21465 -0.01154 -1.25162 -0.01 0.17 -0.04
H -1.17817 -1.67121 -1.70084 -0.22 -0.16 -0.31
```
Positions in Å, forces in eV/Å.

Output
Kohn-Sham gap (eV): 12.816
Energy above the lowest of the compared OMol25 structures with the same formula, charge and spin (kcal per mole): 4.6
SMILES: CC.CC
M (u): 60.1
LUMO (Ha): 0.0430

---

Entry 3:
ORCA calculation (ωB97M-V/def2-TZVPD) on a 2-piece molecular cluster, C4H12 overall at a distorted geometry.

Structure (XYZ):
```
16
Properties=species:S:1:pos:R:3:forces:R:3
C -2.52429 0.20827 0.98652 -2.21 1.99 -1.47
C -1.56725 -0.35875 1.95120 2.64 -0.18 0.85
H -3.41161 -0.39408 0.74192 -0.06 -0.04 1.09
H -2.80314 1.12456 1.51741 -0.83 0.25 -0.92
H -2.32725 0.47500 -0.10109 1.18 -0.14 1.47
H -0.52023 -0.03708 1.66862 -0.94 -0.30 0.49
H -1.59275 -1.42001 1.78934 0.35 -0.76 0.77
H -1.70305 -0.04154 3.07330 -0.11 -0.81 -2.28
C 2.52958 -0.02524 -2.04903 0.17 -0.02 1.25
C 1.54062 0.14673 -0.84473 -0.55 1.29 -2.26
H 2.65050 -1.09309 -2.33023 -0.38 0.85 -0.37
H 2.26496 0.67715 -2.84339 0.36 -0.47 -0.18
H 3.48200 0.25958 -1.58085 0.13 -0.03 -0.79
H 2.05718 0.97862 -0.23284 -1.82 -1.54 -0.32
H 1.45841 -0.84642 -0.47025 0.07 -0.34 1.49
H 0.46632 0.34631 -1.27589 2.00 0.27 1.20
```
Positions in Å, forces in eV/Å.

Output
Kohn-Sham gap (eV): 12.174
Energy above the lowest of the compared OMol25 structures with the same formula, charge and spin (kcal per mole): 33.1
SMILES: CC.CC
M (u): 60.1
LUMO (Ha): 0.0406

---

Entry 4:
ORCA calculation (ωB97M-V/def2-TZVPD) on a 2-piece molecular cluster, C4H12 overall at a distorted geometry.

Structure (XYZ):
```
16
Properties=species:S:1:pos:R:3:forces:R:3
C 2.46125 0.98926 0.64637 -1.20 0.08 0.36
C 1.84928 -0.42468 0.66507 0.93 0.73 0.23
H 2.12838 1.52781 1.53742 0.38 -0.10 0.25
H 3.54150 1.00761 0.57942 0.11 0.06 -0.10
H 1.97878 1.58099 -0.13300 0.48 -0.10 -0.44
H 0.77216 -0.30847 0.59793 -0.10 -0.46 -0.15
H 2.11921 -0.92736 1.59347 -0.19 -0.07 0.06
H 2.28735 -1.01268 -0.13790 -0.43 -0.14 -0.23
C -2.52055 -0.53481 -0.04485 -1.25 0.48 -0.15
C -1.78509 -0.04517 -1.26520 1.39 -0.24 -0.81
H -3.53468 -0.11335 -0.07610 0.02 -0.26 0.12
H -2.61424 -1.61763 -0.01717 0.05 -0.04 0.06
H -2.11791 -0.17060 0.89788 0.40 -0.14 -0.05
H -2.28464 -0.11093 -2.23396 -0.69 -0.04 0.34
H -1.44769 0.98923 -1.18280 -0.02 -0.02 0.15
H -0.89805 -0.66360 -1.46653 0.10 0.27 0.35
```
Positions in Å, forces in eV/Å.

Output
Kohn-Sham gap (eV): 12.668
Energy above the lowest of the compared OMol25 structures with the same formula, charge and spin (kcal per mole): 5.0
SMILES: CC.CC
M (u): 60.1
LUMO (Ha): 0.0411